21
Properties=species:S:1:pos:R:3 method="wB97M-V/def2-TZVPD" gap_ev="4.7 / 6.9" spin_multiplicity=3 energy_ha=-1062.366813 molar_mass_g_mol=150.41 e_above_lowest_kcal_mol=3.3
C -2.229 0.054 -1.585
C 2.763 1.055 0.790
N -1.650 0.303 -0.168
N 1.717 0.165 0.440
Si -2.236 -0.751 1.152
Si 1.849 -1.408 -0.212
Si -0.233 1.271 -0.092
H -1.595 -0.608 -2.180
H -3.238 -0.330 -1.646
H -2.136 0.999 -2.078
H 2.403 2.028 1.105
H 3.087 0.599 1.785
H 3.654 0.987 0.250
H -3.728 -0.633 1.163
H -1.982 -0.102 2.316
H -1.490 -2.010 0.787
H 0.518 -1.363 -0.789
H 1.898 -2.577 0.661
H 3.014 -1.437 -1.198
H -0.348 2.131 1.018
H -0.038 1.629 -1.519